# 1
67
Properties=species:S:1:pos:R:3:forces:R:3 method="wB97M-V/def2-TZVPD" lumo_ev=0.44 multiplicity=1 orbital_gap_ev=8.61 smiles="CCO[C@H]1OC(C(=O)NCc2ccccc2)=C[C@@H](c2cn(C(C)=O)c3ccccc23)[C@@H]1CCCO" relative_energy_kcal_mol=5.3
C 2.93890 0.89887 2.95541 -0.3493 -0.2064 -0.1707
C 1.51835 0.44269 2.67275 0.0342 0.2114 0.2527
O 1.53100 -0.32311 1.47975 -0.1045 0.0136 -0.1658
C 0.32366 -0.92916 1.14720 0.3232 -0.8880 0.3204
O -0.72155 0.00603 1.00739 -0.1922 0.4174 -0.2891
C -0.73158 0.70889 -0.17717 0.3833 -0.3251 -0.4602
C -1.69654 1.84603 -0.21418 0.0406 0.0951 0.1873
O -1.79811 2.57733 -1.18116 0.0012 0.0096 -0.2067
N -2.43309 1.97536 0.91009 -0.0217 -0.1148 0.3245
C -3.58661 2.84108 0.98369 -0.0098 0.2230 -0.1473
C -4.87056 2.04956 0.97541 -0.0112 0.0122 0.0822
C -5.04711 1.02986 0.04716 -0.0118 0.0293 0.0141
C -6.21394 0.28824 0.03384 0.0273 -0.0382 -0.0697
C -7.22015 0.56027 0.94608 -0.1062 -0.0128 0.0504
C -7.05321 1.57681 1.87034 -0.1209 -0.0313 0.0259
C -5.88193 2.31472 1.88766 0.0988 0.0403 -0.0776
C -0.00738 0.38563 -1.24715 -0.2836 0.0530 0.2770
C 0.89760 -0.80076 -1.29223 0.1763 -0.2402 0.2950
C 2.35378 -0.41434 -1.29057 0.2818 -0.3860 -0.3425
C 3.35808 -1.27309 -1.59529 -0.6761 0.0136 -0.0543
N 4.59815 -0.66961 -1.45196 -0.0438 0.3763 0.1579
C 5.83375 -1.24583 -1.66910 0.2713 -0.4037 -0.1374
C 5.80293 -2.68197 -2.13805 0.2075 0.0772 0.0168
O 6.86511 -0.64088 -1.49612 -0.0148 0.0228 0.0053
C 4.36704 0.64183 -1.03745 -0.2616 0.3933 0.1081
C 5.27127 1.65198 -0.75312 0.2803 0.1381 0.0501
C 4.76198 2.87664 -0.36511 0.0552 -0.0677 -0.0052
C 3.38923 3.08925 -0.27150 -0.1433 0.1005 0.0170
C 2.48628 2.08491 -0.55612 0.0470 0.1129 0.0298
C 2.97199 0.83726 -0.93670 0.5222 -0.0302 -0.0874
C 0.58827 -1.75710 -0.11705 -0.1435 0.0304 0.1153
C -0.52388 -2.77008 -0.42241 -0.1078 0.3639 0.0938
C -1.89607 -2.18492 -0.75898 -0.1725 -0.5018 -0.0964
C -2.93742 -3.27865 -1.02094 0.0295 0.4280 0.3670
O -2.71820 -3.99583 -2.21073 0.2480 -0.2714 -0.4066
H 2.96091 1.49516 3.86310 0.0417 0.0763 0.0983
H 3.58872 0.03675 3.07623 0.1056 -0.0766 0.0569
H 3.30586 1.49308 2.12335 0.0722 0.1004 -0.0586
H 0.85431 1.30937 2.55441 0.0527 -0.1217 0.0292
H 1.13249 -0.17708 3.49740 -0.0057 0.0749 -0.0775
H -0.02216 -1.57634 1.97729 0.1009 0.1790 -0.2047
H -2.32037 1.27427 1.62662 0.0496 0.0074 -0.0867
H -3.53630 3.48864 0.10158 -0.0004 -0.0096 0.2057
H -3.52626 3.46137 1.88357 -0.0439 -0.0124 -0.1341
H -4.26638 0.82441 -0.67127 0.0829 -0.0397 -0.0824
H -6.34083 -0.50101 -0.69254 -0.0161 -0.0634 -0.0677
H -8.13235 -0.01754 0.93493 -0.0721 -0.0479 0.0040
H -7.83540 1.79438 2.58275 -0.0612 0.0081 0.0600
H -5.75473 3.10637 2.61257 0.0340 0.0728 0.0835
H -0.08642 1.00849 -2.12363 -0.1202 0.1728 -0.0249
H 0.70810 -1.34386 -2.22742 -0.0663 0.0292 0.0764
H 3.27401 -2.29529 -1.90772 0.0320 -0.1821 -0.0527
H 5.26359 -2.76529 -3.07901 -0.0824 -0.0573 -0.0422
H 6.82733 -3.01378 -2.28377 -0.0218 0.0558 0.0210
H 5.32578 -3.31642 -1.39430 -0.0804 -0.0736 0.0088
H 6.33206 1.48534 -0.83416 0.0169 -0.0035 0.0021
H 5.44159 3.68344 -0.13497 0.0719 0.0560 0.0116
H 3.02431 4.06113 0.02712 -0.0451 0.0802 0.0154
H 1.42729 2.27001 -0.48788 -0.0372 0.0409 0.0237
H 1.49539 -2.32874 0.10432 -0.1046 0.0920 -0.0113
H -0.62725 -3.42957 0.44507 0.0118 -0.0927 -0.0133
H -0.17760 -3.38003 -1.26235 0.0423 -0.0705 0.0236
H -2.25570 -1.57921 0.07235 -0.0292 0.0740 0.0042
H -1.82858 -1.55127 -1.64426 -0.0785 0.0435 0.0027
H -3.92165 -2.82060 -1.14170 0.0450 -0.0480 0.0969
H -2.97873 -3.96415 -0.16105 -0.0575 0.0927 -0.0232
H -1.87105 -4.44997 -2.15025 -0.0896 -0.0014 -0.0182

# 2
66
Properties=species:S:1:pos:R:3:forces:R:3 method="wB97M-V/def2-TZVPD" lumo_ev="-2.83 / -2.83" multiplicity=3 orbital_gap_ev="7.80 / 7.88" charge=+1 relative_energy_kcal_mol=3.2
V -1.19418 0.32327 0.51333 -0.2844 0.4366 -0.9452
C -1.27535 1.52030 4.09417 0.0498 0.0728 0.0541
C -2.17166 0.43210 3.59143 -0.0449 0.0182 -0.0413
C -3.17622 -0.11972 4.36410 0.0138 0.0117 -0.0152
C -3.97225 -1.12208 3.81742 -0.0272 -0.0199 0.0245
C -3.77175 -1.57014 2.52667 -0.0086 -0.0370 0.0374
C -2.72538 -1.00699 1.79982 0.0007 -0.2278 -0.1433
N -1.96273 -0.02218 2.34875 -0.0486 -0.1750 0.3833
N -2.34066 -1.26995 0.49650 0.4296 0.0547 0.4369
Si -1.92947 -2.87373 -0.09458 -0.2203 0.0401 -0.0026
C -0.85392 -3.70890 1.18088 0.0819 0.0046 0.1263
C -3.44795 -3.89313 -0.42470 -0.0841 -0.0804 -0.0040
C -0.97930 -2.63741 -1.67840 0.0892 0.1268 -0.1296
H -0.57394 1.12769 4.83254 -0.0115 -0.0139 -0.0001
H -1.85331 2.30764 4.57695 -0.0084 -0.0230 0.0141
H -0.70014 1.96601 3.28354 -0.0249 -0.0261 -0.0433
H -3.34167 0.23474 5.37125 0.0098 0.0071 -0.0031
H -4.76848 -1.55105 4.41277 -0.0009 0.0004 -0.0097
H -4.40014 -2.32636 2.07979 0.0118 0.0038 -0.0055
H -1.40969 -3.94584 2.09154 -0.0032 0.0173 -0.0123
H -0.01446 -3.06740 1.46731 0.0066 -0.0217 -0.0182
H -0.43710 -4.64340 0.79883 -0.0281 -0.0013 -0.0098
H -4.03433 -4.06625 0.48033 0.0122 -0.0044 -0.0158
H -3.16717 -4.87324 -0.81926 -0.0124 0.0122 -0.0020
H -4.09561 -3.41041 -1.15968 0.0037 0.0002 0.0154
H -0.21172 -1.86171 -1.60185 0.0002 0.0166 0.0360
H -1.64312 -2.35819 -2.49930 0.0172 -0.0081 0.0049
H -0.46877 -3.56157 -1.95984 -0.0575 -0.0246 0.0123
O 0.68674 0.63951 0.02777 0.1751 -0.0419 0.3378
S 2.07301 0.62309 0.72736 -0.5038 -0.1579 0.0154
C 2.96067 -0.58293 -0.20780 0.1467 0.0264 -0.0276
C 2.64640 -0.82254 -1.53962 0.0375 -0.0190 0.0342
C 3.38371 -1.77260 -2.22566 -0.0207 -0.0018 -0.0277
C 4.41109 -2.45751 -1.58622 0.0252 -0.0106 0.0082
C 4.70667 -2.20728 -0.25479 -0.0058 0.0153 0.0491
C 3.97433 -1.26302 0.45136 -0.0079 -0.0603 -0.0789
C 2.79039 2.15328 0.23933 0.1190 0.0676 -0.1153
C 2.62898 2.63451 -1.05653 0.0166 -0.0055 0.0891
C 3.22085 3.83917 -1.38520 -0.0081 0.0075 -0.0152
C 3.96545 4.53599 -0.43614 0.0057 0.0149 -0.0408
C 4.11608 4.04200 0.84866 -0.0118 -0.0352 0.0625
C 3.51755 2.83830 1.20098 -0.0094 0.0490 -0.0587
H 1.83589 -0.28829 -2.01863 -0.0138 -0.0180 -0.0052
H 3.15638 -1.98253 -3.26230 -0.0036 0.0056 0.0079
H 4.98290 -3.19795 -2.12947 -0.0147 0.0020 -0.0092
H 5.49655 -2.75320 0.24252 0.0083 0.0012 -0.0184
H 4.18581 -1.07142 1.49635 -0.0181 0.0181 -0.0064
H 2.03446 2.08577 -1.77514 0.0055 0.0252 -0.0020
H 3.10697 4.23937 -2.38388 0.0039 0.0019 0.0056
H 4.42835 5.47600 -0.70576 -0.0047 -0.0047 0.0002
H 4.68864 4.59241 1.58244 -0.0004 0.0026 -0.0081
H 3.60965 2.44601 2.20627 0.0099 -0.0052 -0.0073
C -2.35895 1.90296 -0.04721 0.0763 0.0403 -0.1162
C -1.89756 1.82208 -1.45494 0.1517 0.0023 0.1743
C -0.95046 2.72513 -1.96387 -0.0138 0.0212 0.0061
C -0.41761 2.56044 -3.22642 0.0070 -0.0175 -0.0351
C -0.79070 1.47151 -4.01435 0.0166 0.0285 0.0105
C -1.71254 0.56414 -3.52554 -0.0313 -0.0001 0.0272
C -2.26133 0.73539 -2.25678 0.0178 -0.0926 -0.0113
H -3.40670 1.63701 0.09582 0.0011 -0.0241 0.0111
H -2.13065 2.85056 0.44184 -0.0078 0.0036 0.0002
H -0.64951 3.57072 -1.35515 -0.0083 -0.0001 -0.0056
H 0.28545 3.28885 -3.61318 -0.0007 -0.0099 0.0060
H -0.37422 1.34817 -5.00542 -0.0052 0.0024 0.0017
H -2.02415 -0.27572 -4.13355 0.0132 0.0041 -0.0004
H -2.99811 0.03049 -1.88747 -0.0088 0.0047 -0.0015

# 3
68
Properties=species:S:1:pos:R:3:forces:R:3 method="wB97M-V/def2-TZVPD" lumo_ev=0.61 multiplicity=1 orbital_gap_ev=9.27 smiles="Cc1ccc(N(C(=O)CNC(=O)c2ccco2)[C@H](C(=O)NC2CCCCC2)c2cccnc2)cc1C" relative_energy_kcal_mol=27.5
C 4.46147 -0.40814 3.76015 -0.0589 -0.0046 -0.0177
C 3.21223 -0.13652 2.98202 -0.0829 0.1786 0.0675
C 2.64491 1.12906 2.98683 0.0740 -0.1740 0.0427
C 1.50173 1.41025 2.26207 -0.2715 -0.2033 -0.1292
C 0.92207 0.40976 1.49812 0.3828 0.0763 0.4999
N -0.26097 0.66108 0.74566 -0.1318 -0.2881 0.3146
C -0.32978 1.52564 -0.28552 0.2875 0.2554 -0.3755
O -1.37880 1.78809 -0.85698 0.0304 0.2522 -0.0687
C 0.97498 2.14514 -0.77699 0.0654 0.3088 -0.1603
N 2.06298 1.20725 -0.85683 -0.1639 -0.0339 -0.3603
C 3.26281 1.44725 -0.27021 -0.2988 -0.0841 -0.2962
O 3.54016 2.49760 0.27460 0.2293 0.0398 0.0562
C 4.19600 0.31540 -0.33985 1.1625 0.2349 0.5929
C 5.46168 0.19501 0.17245 -0.8447 0.2996 -0.2924
C 5.88838 -1.11394 -0.13758 -0.3406 -0.3643 -0.2916
C 4.85580 -1.69349 -0.81251 0.7853 -0.2265 0.2405
O 3.83034 -0.84253 -0.94108 -0.4778 0.1619 -0.1591
C -1.44421 -0.10967 1.14005 -0.2013 -0.2177 -0.0442
C -1.72159 -1.19786 0.07248 0.0121 0.4048 0.3574
O -1.36367 -2.34708 0.25088 0.1550 -0.4160 0.1358
N -2.35479 -0.75382 -1.01585 -0.1169 0.1338 -0.4373
C -2.66061 -1.59636 -2.15504 0.1003 -0.4415 -0.0398
C -4.15384 -1.48513 -2.51698 -0.0169 -0.0656 -0.1970
C -4.39404 -0.59492 -3.73767 -0.0973 0.1405 0.1565
C -3.49134 0.63181 -3.68636 -0.0400 -0.0731 -0.2128
C -2.01317 0.22961 -3.79209 0.0461 -0.0339 -0.0215
C -1.78066 -1.21910 -3.34852 0.0080 0.0317 0.1708
C -2.63658 0.75991 1.45016 -0.3036 0.1153 0.1860
C -3.93285 0.26936 1.33495 0.1697 0.1167 0.1465
C -4.99814 1.09185 1.66035 0.0602 0.0402 0.0338
C -4.72678 2.37720 2.10249 -0.3238 -0.1857 -0.0585
N -3.49891 2.84412 2.24518 0.0830 0.5081 0.2003
C -2.48811 2.05840 1.93091 0.1288 -0.3583 -0.0788
C 1.45933 -0.87158 1.51116 0.0403 0.0760 0.0968
C 2.59899 -1.15631 2.24568 -0.1853 0.0760 -0.0647
C 3.15860 -2.54510 2.24691 0.0242 0.0336 0.0151
H 4.29060 -1.18438 4.50547 0.0755 -0.0634 0.0786
H 4.80166 0.49128 4.26573 0.0624 0.0345 0.0577
H 5.25335 -0.75404 3.09644 0.1233 -0.0520 -0.0072
H 3.10553 1.91581 3.56431 0.0897 0.0930 0.0564
H 1.07455 2.40065 2.28419 -0.0684 0.1236 -0.0226
H 1.30215 2.95057 -0.11175 -0.1005 -0.0617 -0.1011
H 0.75857 2.58144 -1.75990 -0.0659 -0.0445 0.2461
H 1.90216 0.31474 -1.29637 0.0873 0.0119 0.0593
H 5.99834 0.95615 0.69897 0.0580 0.2244 0.1164
H 6.83027 -1.56180 0.10490 0.1683 -0.1577 0.0094
H 4.73779 -2.67131 -1.23695 -0.1181 -0.0938 -0.0918
H -1.16500 -0.64910 2.05422 -0.0242 0.0504 -0.3160
H -2.48606 0.24665 -1.11995 0.0644 -0.0911 0.2195
H -2.42485 -2.61726 -1.83525 -0.0626 0.2145 -0.0696
H -4.56106 -2.47940 -2.70606 -0.0326 -0.0265 0.0602
H -4.68489 -1.07076 -1.65768 -0.0412 -0.0478 0.0238
H -5.44164 -0.28968 -3.76103 -0.0163 -0.0550 -0.0875
H -4.19514 -1.15171 -4.65516 -0.0463 -0.0244 -0.0746
H -3.74681 1.31648 -4.49655 -0.0110 0.0906 0.0941
H -3.66738 1.16286 -2.74866 -0.0547 0.1077 0.0474
H -1.41900 0.90722 -3.17836 0.0686 0.0100 -0.0631
H -1.66782 0.33486 -4.82236 0.0214 0.0507 0.0077
H -2.01030 -1.90486 -4.16526 0.0299 -0.0567 -0.0406
H -0.73073 -1.36293 -3.08504 0.0118 -0.0966 -0.0289
H -4.10398 -0.74484 1.00325 -0.0433 -0.0527 -0.0540
H -6.01454 0.73957 1.57552 -0.0923 -0.0055 0.0009
H -5.52160 3.06262 2.36472 -0.1375 -0.0111 -0.0067
H -1.50630 2.48983 2.07436 0.1502 -0.0399 -0.0604
H 0.97631 -1.65351 0.94268 -0.0759 -0.0986 -0.0886
H 4.18850 -2.54699 1.89105 0.0673 -0.0610 -0.0023
H 2.56641 -3.19699 1.61039 -0.0101 -0.0826 -0.0344
H 3.15728 -2.95341 3.25709 0.0342 -0.1023 0.0638